## i
Density functional theory data (ωB97M-V with the def2-TZVPD basis set) for a structure of composition C13H10I3N2O4Re.

Structure (ORCA input):
```
! RIJCOSX wB97M-V def2-TZVPD def2/J DEFGRID3
* xyz 3 2
Re -0.966 0.131 -0.760
I -3.569 -0.568 -1.237
C -4.103 1.393 -0.569
I -2.247 2.450 -0.732
H -4.420 1.349 0.468
H -4.850 1.833 -1.226
O 0.954 0.573 -0.247
C 1.616 0.412 0.812
C 1.105 -0.192 1.988
C 1.910 -0.309 3.132
C 1.387 -0.947 4.233
C 0.112 -1.493 4.245
C -0.703 -1.402 3.116
C -0.194 -0.747 2.019
O -0.962 -0.643 0.879
N 2.235 -1.067 5.458
O 3.309 -0.524 5.401
O 1.756 -1.690 6.369
H 2.651 0.757 0.780
H 2.919 0.086 3.170
H -0.229 -1.998 5.141
H -1.695 -1.833 3.106
I 0.892 3.155 -2.093
C 0.472 1.439 -3.194
C 0.943 1.408 -4.495
C 0.742 0.286 -5.286
C 0.057 -0.806 -4.760
C -0.411 -0.718 -3.477
N -0.229 0.382 -2.680
H 1.478 2.261 -4.888
H 1.119 0.265 -6.301
H -0.117 -1.703 -5.338
H -0.959 -1.541 -3.033
*
```

Properties
HOMO-LUMO gap (spin up / spin down) ... 5.65 / 6.02 eV
<S²> ... 0.757

***

## ii
Density functional theory data (ωB97M-V with the def2-TZVPD basis set) for a structure of composition C13H10I3N2O4Re.

Structure (ORCA input):
```
! RIJCOSX wB97M-V def2-TZVPD def2/J DEFGRID3
* xyz 3 2
Re 0.214 0.140 0.673
I -2.277 0.708 1.506
C -2.938 -0.422 -0.144
I -1.141 -0.584 -1.279
H -3.628 0.209 -0.698
H -3.397 -1.347 0.195
O 1.911 0.149 -0.548
C 2.657 -0.800 -0.899
C 2.617 -2.127 -0.396
C 3.595 -3.050 -0.797
C 3.574 -4.307 -0.244
C 2.629 -4.689 0.697
C 1.653 -3.787 1.115
C 1.655 -2.527 0.559
O 0.704 -1.623 0.906
N 4.608 -5.291 -0.673
O 5.473 -4.860 -1.395
O 4.474 -6.413 -0.261
H 3.421 -0.542 -1.636
H 4.363 -2.791 -1.517
H 2.665 -5.697 1.094
H 0.909 -4.070 1.848
I 1.648 1.310 2.694
C 1.331 2.741 1.191
C 1.799 4.025 1.141
C 1.426 4.774 0.022
C 0.619 4.210 -0.961
C 0.191 2.908 -0.822
N 0.541 2.176 0.257
H 2.424 4.438 1.921
H 1.771 5.796 -0.074
H 0.322 4.780 -1.831
H -0.438 2.426 -1.559
*
```

Properties
HOMO-LUMO gap (spin up / spin down) ... 5.91 / 6.07 eV
<S²> ... 0.759

***

On energetic grounds, ii is preferred over the next structure by 10.7 kcal/mol.

***

## i
Density functional theory data (ωB97M-V with the def2-TZVPD basis set) for a cluster of 13 separate species, F6H24O12P in total.

Structure (ORCA input):
```
! RIJCOSX wB97M-V def2-TZVPD def2/J DEFGRID3
* xyz -1 1
P 0.735 0.134 -0.222
F 1.519 -1.261 0.096
F -0.074 -0.633 -1.381
F -0.397 -0.239 0.855
F -0.029 1.512 -0.553
F 1.604 0.839 0.984
F 1.924 0.546 -1.242
O 0.129 -1.338 -4.713
H 0.843 -0.813 -4.319
H -0.640 -1.153 -4.166
O 3.124 2.950 2.142
H 3.125 2.588 3.033
H 2.816 2.218 1.587
O -3.057 1.770 2.172
H -2.930 1.185 2.925
H -2.176 2.140 1.994
O -3.680 -0.794 1.077
H -3.247 0.029 0.810
H -4.607 -0.556 1.166
O -0.573 -4.140 0.204
H -0.109 -4.751 0.787
H -0.037 -4.096 -0.598
O -2.989 -3.295 -1.038
H -2.230 -3.805 -0.703
H -2.825 -2.390 -0.754
O 0.362 3.020 -3.048
H 0.345 2.171 -2.588
H -0.441 3.027 -3.576
O 2.717 -0.692 -3.592
H 3.675 -0.633 -3.603
H 2.477 -0.678 -2.652
O 0.225 4.829 -0.248
H 0.183 4.057 -0.828
H -0.269 4.571 0.539
O 3.449 -1.866 2.536
H 4.170 -2.465 2.319
H 3.083 -1.603 1.680
O -2.055 -2.907 2.320
H -2.798 -2.385 1.985
H -1.364 -2.750 1.667
O -0.289 2.791 2.203
H 0.083 2.687 3.083
H 0.227 2.177 1.655
*
```

Properties
HOMO-LUMO gap ... 10.48 eV

***

## ii
Density functional theory data (ωB97M-V with the def2-TZVPD basis set) for a cluster of 13 separate species, F6H24O12P in total.

Structure (ORCA input):
```
! RIJCOSX wB97M-V def2-TZVPD def2/J DEFGRID3
* xyz -1 1
P 10.014 -25.311 -17.599
F 11.101 -26.376 -17.015
F 9.084 -25.630 -16.303
F 10.589 -24.044 -16.735
F 8.849 -24.272 -18.131
F 10.935 -24.872 -18.813
F 9.278 -26.524 -18.366
O 13.291 -27.318 -15.181
H 12.468 -27.530 -15.639
H 13.495 -28.097 -14.658
O 11.733 -28.737 -19.149
H 11.248 -28.328 -19.872
H 11.169 -28.586 -18.382
O 6.547 -24.011 -16.311
H 5.923 -23.923 -17.037
H 7.402 -24.089 -16.759
O 11.253 -25.095 -14.057
H 11.457 -24.908 -14.982
H 12.043 -24.836 -13.574
O 13.129 -24.389 -21.855
H 13.379 -23.623 -21.332
H 12.583 -24.897 -21.248
O 10.457 -21.879 -14.908
H 9.776 -22.521 -14.685
H 10.969 -22.323 -15.592
O 13.851 -24.072 -18.764
H 14.325 -23.302 -18.441
H 13.867 -24.688 -18.013
O 7.323 -28.326 -17.027
H 7.897 -28.201 -16.260
H 7.078 -27.428 -17.281
O 14.322 -25.053 -16.240
H 15.147 -25.494 -16.464
H 13.801 -25.743 -15.792
O 9.463 -23.180 -21.008
H 8.857 -22.454 -20.843
H 9.713 -23.485 -20.127
O 9.691 -28.020 -14.711
H 10.191 -27.271 -15.059
H 9.602 -27.829 -13.773
O 6.689 -25.849 -19.287
H 6.269 -26.681 -19.527
H 7.636 -26.056 -19.252
*
```

Properties
HOMO-LUMO gap ... 10.44 eV

***

On energetic grounds, i is preferred over the next structure by 7.2 kcal/mol.